[1]
The following is a DFT calculation (wB97M-V/def2-TZVPD) of a structure of composition C9H19N3.

Its HOMO-LUMO gap is 9.37 eV. The calculation puts the molecular weight at 169.27 g/mol. As for the spin multiplicity: 1. Its energy above the lowest of the compared OMol25 structures with the same formula, charge and spin is 19.7 kcal/mol.

The geometry in XYZ format:
```
31
Properties=species:S:1:pos:R:3:forces:R:3
C 1.815371 2.706767 -0.843615 -0.15 -0.33 0.66
C -0.157370 3.628473 -1.438293 -0.73 0.89 -0.59
C -0.253672 2.143201 -1.830592 -0.52 -0.12 -0.36
C 0.485294 1.988173 -0.486521 0.89 -0.90 0.34
C -0.356112 3.167164 0.015816 -0.15 0.05 0.47
C -1.921580 -1.067982 0.177118 0.14 0.09 0.35
C -0.779169 -1.740813 -0.560683 -0.05 0.11 -1.10
C -0.115977 -4.443082 1.554051 -0.11 -0.34 -0.05
C 1.026272 -4.030157 2.422253 0.15 -0.63 0.32
H 2.374919 3.005040 0.050688 0.06 -0.28 -0.13
H 2.441653 2.108795 -1.503206 0.09 -0.02 0.03
H 1.476077 4.709107 -0.947918 0.11 0.13 -0.13
H -0.767967 4.421316 -1.917734 0.32 -0.55 0.32
H -1.299656 1.774005 -1.782187 0.67 0.18 -0.13
H 0.259427 1.853882 -2.758933 -0.22 -0.06 0.29
H 0.563174 1.023098 0.066355 -0.06 0.71 -0.45
H -1.376069 2.867715 0.280225 0.17 0.16 -0.12
H 0.096523 3.794230 0.789867 -0.17 -0.01 0.04
H -2.620650 -0.629642 -0.530973 -0.12 0.04 -0.03
H -2.444835 -1.796160 0.796681 -0.12 -0.01 -0.05
H -1.564620 -0.264183 0.829946 0.01 -0.06 -0.01
H -1.200225 -2.357063 -1.372256 0.24 0.12 0.31
H -0.147642 -0.974074 -1.060729 -0.21 -0.47 0.36
H 0.398556 -2.156814 1.063407 0.24 0.27 0.31
H -0.668486 -5.338909 1.816507 0.14 -0.16 -0.17
H 1.879128 -3.700596 1.817732 -0.19 0.19 0.15
H 1.362750 -4.908838 3.009046 -0.22 0.63 -0.16
H 0.688714 -3.243275 3.109487 0.37 -0.01 -0.01
N 1.289423 3.902542 -1.531023 -0.29 0.12 -0.20
N 0.062505 -2.613445 0.233690 -0.01 -0.55 -0.23
N -0.545755 -3.828473 0.531794 -0.25 0.82 -0.02
```
Positions in Å, forces in eV/Å.


[2]
The following is a DFT calculation (wB97M-V/def2-TZVPD) of a structure of composition H21O11.

Its HOMO-LUMO gap is 9.48 eV. The calculation puts the molecular weight at 197.16 g/mol. As for the spin multiplicity: 1. Its energy above the lowest of the compared OMol25 structures with the same formula, charge and spin is 66.8 kcal/mol. The total charge is -1.

The geometry in XYZ format:
```
32
Properties=species:S:1:pos:R:3:forces:R:3
O -1.597541 1.430361 -3.290994 -0.53 0.84 -0.58
H -1.287651 1.048640 -2.486964 0.63 -0.90 0.96
H 1.923906 1.815470 -0.249755 0.91 0.70 0.64
O 1.321278 1.284302 -0.733988 -2.29 -1.40 0.03
H -2.486725 -0.072747 0.684371 -1.52 -0.28 -2.18
H 1.373583 -0.186739 -1.405102 -0.08 -0.05 0.34
O 4.359310 0.114341 -0.865778 -1.20 -2.22 1.48
H -2.548717 -1.150729 -0.289777 1.52 -3.40 -1.23
H 0.450799 3.041224 2.945685 -1.15 0.60 1.06
O 0.706374 -2.293468 0.287961 -0.48 -1.43 4.37
H 0.845889 1.735694 2.175528 0.19 2.08 0.12
H -0.854092 0.521668 1.316829 2.25 -0.04 0.26
O -2.100049 2.507269 1.307702 0.97 0.12 0.13
H -1.729914 -3.215951 2.083837 0.85 -1.01 -0.34
H -1.998903 2.230941 -2.931037 -0.08 0.04 -0.35
O 1.130887 2.730499 2.388446 0.92 -2.06 -1.02
H -0.867588 -2.540198 3.280015 2.45 -0.85 1.01
H 2.092296 -0.740622 -2.538298 0.99 0.10 -1.69
O 1.526656 -1.069387 -1.873453 -0.69 0.33 0.90
H 4.320255 -0.617743 -0.176559 1.02 1.29 -0.86
O -2.944023 -0.338051 -0.191176 -0.14 3.61 3.11
H 3.409097 -0.030484 -1.059237 0.20 1.00 -0.52
H -0.565388 -2.493649 -0.538485 -1.53 0.83 -1.93
O -1.067758 -2.329199 -1.429402 -0.10 -0.62 0.93
H -0.526285 -1.722818 -1.963353 -0.06 -0.25 0.48
H 0.471739 0.929925 0.242855 1.45 0.20 0.46
O -1.589216 -2.540826 2.720930 -3.32 1.95 -0.72
H -1.966644 1.738187 1.886196 -0.15 0.66 -0.09
H 0.870764 -2.395280 -0.614144 1.88 1.20 -2.04
O 0.144933 0.602721 1.400522 -2.00 -0.86 -1.71
H -1.169686 2.791096 1.119323 -0.94 -0.39 0.17
H 0.816778 -1.460056 0.781056 0.03 0.22 -1.20
```
Positions in Å, forces in eV/Å.


[3]
The following is a DFT calculation (wB97M-V/def2-TZVPD) of a structure of composition C45H42GeN7O6S2W.

Its HOMO-LUMO gap is 6.01 eV. The calculation puts the molecular weight at 1097.46 g/mol. As for the spin multiplicity: 1. Its energy above the lowest of the compared OMol25 structures with the same formula, charge and spin is 14.0 kcal/mol. The total charge is +1.

The geometry in XYZ format:
```
104
Properties=species:S:1:pos:R:3:forces:R:3
W 0.298385 0.061721 0.811069 0.39 -0.74 0.41
C 0.534855 -4.346271 -3.075715 0.06 -0.07 0.00
S 0.754102 -2.621840 -3.571845 -0.03 0.03 -0.02
C 0.332304 -1.743344 -2.130536 -0.03 0.00 -0.09
S 0.747653 -2.452410 -0.516655 -0.03 0.01 0.02
N -0.090254 -0.543813 -2.222963 -0.15 -0.02 -0.01
N -0.138007 0.207334 -1.071955 0.49 0.17 0.45
C 0.647035 1.357523 -0.917086 -0.29 0.13 0.03
C -0.095232 2.646958 -0.930937 0.22 0.07 0.24
C 0.502212 3.852517 -1.270091 -0.08 0.09 -0.11
C -0.266431 5.006572 -1.199718 0.02 -0.01 0.00
C -1.587682 4.921465 -0.786233 0.01 -0.03 0.01
C -2.088949 3.669637 -0.447996 0.27 0.25 -0.06
N -1.354139 2.568463 -0.510264 -0.45 -0.16 0.01
H 0.746016 -4.917942 -3.978692 -0.02 0.03 0.00
H -0.489978 -4.542442 -2.770300 0.01 0.01 0.02
H 1.248169 -4.648942 -2.312808 0.01 0.01 0.02
H 1.622947 1.343000 -1.397363 0.11 0.02 -0.02
H 1.530710 3.889112 -1.608212 0.00 -0.02 0.03
H 0.164480 5.962833 -1.468057 -0.02 -0.01 0.00
H -2.215122 5.799937 -0.722438 0.02 -0.01 0.00
H -3.110295 3.555361 -0.099620 0.01 -0.01 -0.03
C -2.791428 -4.688530 6.163630 0.02 0.03 0.00
O -2.158606 -3.428198 6.327890 -0.03 -0.08 0.01
C -2.907280 -2.320183 6.134209 0.00 -0.03 -0.01
C -4.253565 -2.328416 5.782804 -0.01 0.01 0.02
C -4.919973 -1.120794 5.620122 0.03 0.00 0.02
C -4.247096 0.084178 5.737123 0.01 -0.09 -0.08
C -2.906270 0.089871 6.129002 -0.05 -0.06 -0.07
C -2.249490 -1.104567 6.332806 0.03 0.07 0.01
N -5.034642 1.261096 5.512944 0.01 0.24 0.04
N -4.648612 2.191884 4.790537 -0.05 -0.11 0.02
C -3.434013 2.078291 4.030775 -0.09 -0.06 0.19
C -2.454884 3.020468 4.182787 0.01 0.06 0.05
C -1.244313 2.954887 3.465182 0.10 -0.10 0.05
C -1.035352 1.909348 2.604098 -0.14 0.20 -0.15
O 0.044204 1.744623 1.841651 -0.01 0.08 -0.32
C -2.067916 0.986710 2.382706 -0.10 0.02 -0.09
N -1.797605 0.065178 1.412169 -0.25 -0.20 0.06
C -2.760462 -0.759616 1.044908 0.02 0.02 0.02
C -4.029895 -0.724997 1.630017 -0.05 -0.03 -0.01
C -4.296652 0.159653 2.641174 -0.06 -0.01 -0.04
C -3.296878 1.063823 3.047734 0.17 -0.06 -0.04
H -2.030741 -5.436089 6.363870 0.02 0.00 0.00
H -3.162608 -4.813921 5.143606 0.00 0.01 -0.01
H -3.614608 -4.812910 6.870472 0.00 0.01 0.01
H -4.795762 -3.254549 5.659168 0.01 0.02 0.01
H -5.977446 -1.107168 5.385597 0.00 -0.01 0.00
H -2.381331 1.018701 6.294678 -0.01 0.08 -0.02
H -1.215687 -1.124975 6.654396 -0.03 0.00 -0.01
H -2.612971 3.825185 4.889764 -0.02 -0.01 0.00
H -0.484008 3.713881 3.594509 -0.01 0.00 -0.01
H -2.522050 -1.475022 0.274625 -0.01 -0.01 -0.02
H -4.782425 -1.413657 1.274238 0.00 0.01 0.01
H -5.273603 0.188053 3.105923 0.01 0.00 -0.04
O 0.534280 -0.888444 2.574673 -0.25 -0.07 0.11
N -0.444716 -1.755697 3.137706 0.44 -0.13 -0.14
O 0.033957 -2.719994 3.590679 -0.14 0.44 -0.12
O -0.414481 -1.905883 0.370168 0.01 -0.06 -0.07
C 4.022785 1.407991 3.197952 0.09 -0.03 0.04
C 2.544316 1.238369 2.965069 0.00 0.07 0.01
O 2.309734 0.710584 1.621240 0.15 0.22 -0.26
H 4.539294 0.449142 3.142884 0.00 0.07 -0.02
H 4.171514 1.817563 4.198815 0.01 0.00 -0.03
H 4.473274 2.102481 2.484597 -0.02 0.00 -0.01
H 1.995103 2.169081 3.068767 -0.02 0.06 -0.01
H 2.115978 0.496313 3.629184 -0.05 0.00 0.01
H 2.792930 1.252367 0.976097 -0.02 -0.08 0.12
C 1.929238 -1.209673 -0.054154 -0.12 -0.21 -0.20
Ge 3.774962 -1.816861 0.374057 -0.05 -0.06 0.00
C 3.921824 -3.447045 -0.696156 0.02 -0.02 0.10
C 3.485007 -4.651737 -0.138313 0.01 -0.04 0.04
C 3.537659 -5.834447 -0.863456 -0.01 0.01 -0.03
C 4.025128 -5.826287 -2.165002 -0.01 0.02 0.01
C 4.463014 -4.636751 -2.731717 -0.01 -0.04 0.00
C 4.414083 -3.456877 -1.999572 -0.02 0.06 -0.07
C 4.817464 -0.358868 -0.411962 0.00 -0.01 -0.01
C 4.524197 0.117840 -1.693519 -0.03 0.01 -0.03
C 5.240164 1.167440 -2.252724 0.03 0.01 0.01
C 6.273082 1.759405 -1.537004 -0.02 -0.02 0.00
C 6.587527 1.290446 -0.269703 0.00 0.01 -0.02
C 5.865389 0.240690 0.284791 0.02 0.02 0.06
C 4.314772 -2.190756 2.196041 0.06 -0.02 -0.04
C 5.624613 -2.644669 2.374152 0.01 -0.05 -0.01
C 6.105295 -2.938928 3.641472 -0.02 0.01 0.04
C 5.277389 -2.790173 4.747616 0.01 0.01 -0.03
C 3.971825 -2.351126 4.580065 0.02 -0.01 0.01
C 3.493939 -2.050018 3.310941 -0.08 0.00 -0.02
H 2.186379 -0.710216 -0.989331 -0.01 0.13 0.00
H 3.123287 -4.679035 0.886033 0.01 0.02 -0.03
H 3.209607 -6.761624 -0.409781 0.01 0.02 -0.02
H 4.073595 -6.747562 -2.731846 0.01 0.01 0.01
H 4.857466 -4.629070 -3.740115 -0.01 0.00 0.01
H 4.778060 -2.541708 -2.454613 0.00 -0.02 0.03
H 3.739002 -0.340064 -2.290844 0.01 0.01 0.03
H 4.998257 1.515695 -3.249170 0.01 0.00 0.01
H 6.836460 2.575587 -1.970657 -0.01 -0.01 0.01
H 7.399811 1.738545 0.288713 -0.01 0.00 -0.01
H 6.130057 -0.110513 1.275819 -0.03 -0.02 0.00
H 6.281313 -2.783443 1.519961 -0.03 0.01 0.00
H 7.121987 -3.289648 3.765459 -0.02 0.01 0.00
H 5.649596 -3.023090 5.737141 0.00 0.00 -0.01
H 3.319874 -2.246398 5.438799 0.01 -0.01 -0.01
H 2.477010 -1.703288 3.189027 0.04 -0.07 0.01
```
Positions in Å, forces in eV/Å.


Number 1: largest force on an atom 1.31 eV Å⁻¹. Number 2: largest force on an atom 4.77 eV Å⁻¹. Number 3: largest force on an atom 0.93 eV Å⁻¹.